DFT (the ωB97M-V functional and the def2-TZVPD basis) results for a cluster of 10 separate species, C48H126N10O14 in total at a distorted geometry.

Geometry as XYZ:
```
198
Properties=species:S:1:pos:R:3:forces:R:3
O -17.611 -1.045 -2.238 -0.0133 0.2225 0.5853
O -14.622 2.295 -5.425 1.2375 -0.4942 -2.1157
O -11.559 -2.103 -4.642 -0.3666 -1.0336 0.0104
O -15.758 -1.418 -6.282 -0.4353 -0.3425 -0.0060
O -18.751 -2.088 -11.275 0.4986 -1.0702 0.6513
O -19.642 -8.117 -4.019 0.2366 0.2048 0.5810
O -20.045 -0.171 -7.797 -0.0086 -0.7857 0.6749
O -22.833 4.044 -11.178 -1.3401 0.0494 -1.7429
O -17.011 1.950 -10.053 0.6826 0.6789 -1.2445
O -14.108 -2.549 -10.656 -0.4233 1.6074 0.9980
O -24.026 -0.640 -8.720 0.5985 -0.8186 -1.4221
O -27.912 2.032 -10.332 -0.2700 0.6339 -0.0027
O -24.134 0.616 -2.062 0.1545 -0.0808 -0.5973
O -16.595 -5.549 -0.154 1.1450 0.3604 -0.6097
N -19.486 1.899 -3.647 -0.8956 0.3395 0.0212
N -19.746 -5.200 -6.219 0.0449 -0.5797 0.7203
N -17.165 -4.557 -11.369 0.6361 -0.7310 -0.3902
N -26.020 -0.483 -10.704 0.5609 0.1645 1.5405
N -12.585 0.024 -6.477 0.4058 0.2679 -0.1923
N -21.709 0.642 -4.819 0.1066 0.0601 -0.8643
N -26.433 5.048 -11.224 0.1131 -1.3570 1.2278
N -18.306 0.864 -12.255 0.8745 -0.3526 -1.5587
N -18.713 -2.634 -6.584 1.0575 -0.1159 -1.6550
N -13.953 -4.802 0.477 0.4536 -0.3306 -0.3898
C -18.819 -1.325 -5.988 -0.5410 0.3941 0.5164
C -19.517 -2.878 -10.298 -0.3218 1.8509 -0.3763
C -13.938 2.096 -6.756 -0.5603 0.7913 0.8989
C -19.938 0.614 -8.950 -0.3563 0.9244 -0.3294
C -10.701 -1.473 -3.731 0.2063 1.2953 -0.2636
C -16.974 3.012 -9.085 -0.0964 -0.1690 -1.3222
C -18.494 -0.385 -13.050 -0.9310 0.1873 3.4190
C -23.961 -1.464 -9.942 -0.6699 0.1369 0.0183
C -18.894 -0.109 -6.935 0.3730 -0.6870 -0.7160
C -28.145 0.770 -10.940 0.3563 0.2664 -1.0302
C -23.496 -1.263 -7.547 -0.6167 -0.0801 -0.2293
C -19.645 -9.504 -4.153 0.6495 -0.4480 0.2842
C -26.841 0.318 -11.553 0.3475 -0.6965 -0.7866
C -16.707 2.459 -11.404 -0.7162 0.3360 -0.1831
C -11.256 -0.556 -6.590 -0.5228 -1.4092 0.3358
C -15.403 -5.144 -9.766 0.0565 0.8261 -0.6869
C -15.204 -1.330 -4.963 -0.7687 0.8006 -0.3547
C -25.116 4.890 -11.793 1.0734 2.7987 0.1064
C -20.789 -5.338 -3.979 -0.3519 -0.4075 -0.0207
C -15.083 -3.176 -11.447 0.8376 -0.8426 -0.5425
C -16.031 -4.002 -10.635 -0.4817 -0.3397 1.1566
C -24.543 6.351 -11.813 0.6554 -1.0916 -0.8058
C -15.991 2.569 -5.698 0.2819 -1.2040 1.0021
C -15.648 -5.107 -1.249 -1.3942 0.8514 0.7576
C -29.053 2.886 -10.295 -0.2886 -0.1948 0.3357
C -18.425 1.032 -3.204 -0.2133 -0.5886 -0.7724
C -18.812 -0.346 -2.543 0.6904 1.1739 -0.4675
C -24.238 3.959 -10.895 0.0504 1.5965 -0.4186
C -16.215 -2.742 -6.655 2.3241 0.2688 1.5900
C -16.940 1.325 -12.423 0.5278 1.0639 1.5536
C -13.468 -3.832 -1.655 0.0530 -0.2984 -0.6703
C -19.674 -5.884 -4.903 -1.1158 -0.5882 -1.0172
C -19.475 -1.258 -12.187 0.1628 -0.8267 -0.9656
C -22.152 -1.280 -3.406 -1.0167 1.2230 0.7344
C -22.742 0.040 -3.970 0.5401 -0.3859 -0.1878
C -17.971 -5.625 -0.510 0.1483 1.2705 -1.7385
C -24.757 1.629 -1.300 0.9082 0.1471 0.1041
C -14.560 -4.167 -0.704 -0.7836 -0.6249 1.7526
C -24.653 -0.769 -11.121 -0.1524 0.2361 0.7494
C -17.489 -2.869 -7.381 -0.3183 0.9297 -0.7913
C -17.583 1.885 -2.314 1.5262 0.2556 0.9621
C -12.563 1.444 -6.726 -1.0465 1.0451 0.7129
C -23.056 1.093 -2.864 -0.4859 -1.2379 -0.7832
C -19.766 -7.425 -5.233 -0.5904 1.3804 1.0556
C -11.200 -2.010 -6.010 0.2871 1.0794 -0.1686
C -17.919 -2.300 -1.660 0.3319 0.1809 0.1107
C -14.625 -1.336 -10.026 0.3052 -1.0180 -0.1684
C -22.140 2.896 -10.783 0.0718 0.7649 0.5456
H -28.812 0.893 -11.793 -0.3759 0.1898 0.0241
H -20.179 -0.708 -11.561 -0.3250 0.4478 -0.6052
H -26.278 1.211 -11.823 -0.2043 0.2792 -0.8019
H -19.943 -1.909 -12.926 -0.7627 -0.1539 0.2372
H -18.686 -9.837 -4.550 0.0024 -0.1371 -0.7609
H -22.153 1.278 -2.282 0.2164 -0.3541 0.3860
H -19.737 -1.458 -5.416 -0.0818 0.7557 0.3193
H -12.907 -4.736 -1.887 0.2998 0.0118 -0.1030
H -23.761 -0.639 -6.693 0.0751 0.2682 -0.2078
H -23.557 -0.240 -4.638 -0.8210 0.3926 0.6148
H -20.220 1.436 -4.164 0.1608 -0.5269 -0.3699
H -19.009 -7.687 -5.973 0.4462 -0.0999 0.0530
H -13.044 -0.174 -5.599 0.3818 -0.0512 0.0847
H -10.898 -0.409 -3.863 0.0594 0.3831 0.7800
H -28.557 -0.027 -10.322 -0.0730 0.2591 0.6012
H -17.586 -0.987 -13.031 0.3020 -0.0114 -0.5262
H -12.092 1.702 -7.675 -0.0412 -0.4028 -0.2803
H -24.359 6.744 -10.813 0.1080 -0.3025 0.0481
H -14.491 -4.824 -9.263 -0.3355 0.3637 0.4010
H -12.836 -3.106 -1.143 0.1875 -0.0162 -0.3868
H -17.446 -2.215 -8.252 -0.0669 0.4409 -0.1917
H -23.940 2.192 -0.849 -0.1826 0.5219 0.2908
H -24.011 0.068 -11.395 -0.2341 0.8759 0.0266
H -19.635 -9.992 -3.178 -0.5089 0.3706 0.2432
H -10.449 0.014 -6.131 0.0436 0.4075 0.2004
H -21.627 -1.841 -4.179 0.2597 0.0902 0.2701
H -19.437 -2.646 -7.289 -0.5873 -0.3535 -0.0627
H -16.249 -3.357 -5.756 -0.1684 -0.1289 0.2966
H -16.203 -5.426 -9.082 0.3283 -0.2155 0.4083
H -16.501 -3.310 -9.936 0.4175 0.3292 0.5890
H -24.663 2.961 -11.001 0.3355 -0.3688 0.3475
H -18.701 -5.979 0.218 0.9392 -0.6607 0.4111
H -16.196 0.576 -12.152 0.0516 -0.5944 0.0307
H -12.031 2.062 -6.003 0.6418 -0.2470 0.5294
H -22.043 1.433 -5.351 -0.5217 0.7051 0.4240
H -20.640 -4.321 -3.617 0.7141 0.0149 0.0929
H -25.920 0.086 -9.876 0.1379 -0.2980 0.6931
H -19.406 -4.260 -6.074 -0.1778 0.4448 0.0798
H -18.717 -5.702 -4.414 0.2286 -0.1604 0.1616
H -23.629 6.304 -12.404 0.3124 0.3506 0.2722
H -19.403 -0.043 -1.679 0.0153 -0.3920 0.7173
H -27.057 -0.360 -12.378 -0.1365 0.5616 -0.6719
H -23.218 2.055 -3.351 -0.7444 0.1822 -0.0968
H -25.182 7.080 -12.312 -0.3781 -0.2937 -0.0880
H -16.664 1.599 -13.441 -0.4307 0.4040 -0.0547
H -19.009 -5.592 -6.787 0.1389 -0.3213 -0.3469
H -10.835 -1.805 -2.701 -0.6560 -0.0441 -0.2152
H -25.237 4.532 -12.815 0.7111 -0.3083 -0.2123
H -15.332 -3.081 -7.198 -0.4366 -0.7349 -0.6553
H -18.018 -0.180 -7.581 0.3366 0.2359 -0.0591
H -19.420 -1.040 -3.122 -0.2398 0.4954 -0.5171
H -17.479 2.738 -8.158 0.2109 -0.3526 -0.1744
H -13.330 -5.465 0.038 0.6810 -0.3519 0.3503
H -17.189 2.789 -2.777 -0.2710 -0.1165 -0.5422
H -20.375 -3.423 -10.692 0.1941 -0.1325 -0.5977
H -14.566 1.585 -7.486 -0.4642 -0.3062 0.3272
H -15.592 -2.433 -12.061 -0.3089 -0.0051 -0.1770
H -19.800 1.668 -8.709 0.2525 0.2355 0.2226
H -20.019 2.287 -2.881 0.2750 0.2824 0.5571
H -18.702 -2.164 -0.913 -0.4111 -0.3255 -0.1628
H -27.076 5.530 -11.835 0.0528 -0.2586 -0.1738
H -21.508 0.058 -5.618 0.3066 -0.8327 0.0652
H -14.506 -3.852 -12.079 -0.1098 0.0194 -0.4297
H -18.076 -6.107 -1.483 -0.1748 -0.7694 0.1514
H -25.347 1.207 -0.487 -0.0396 -0.2413 -0.2943
H -17.088 -2.741 -1.111 0.3798 0.5142 -0.1287
H -20.496 -9.853 -4.737 0.0105 -0.1573 -0.1597
H -29.575 3.006 -11.245 -0.1086 -0.8559 -0.3532
H -14.970 -0.609 -10.761 0.3758 0.1008 -0.2781
H -25.363 2.283 -1.926 -0.1081 0.0752 -0.0154
H -16.173 3.372 -6.412 0.1743 0.0994 0.0399
H -16.692 1.378 -1.943 -0.1111 -0.2496 0.1623
H -24.643 -1.368 -12.032 -0.0717 -0.5691 0.2102
H -18.150 -3.013 -2.451 -0.6022 -0.1547 -0.0098
H -24.511 -2.396 -9.808 0.0878 -0.1691 0.5231
H -20.959 -5.992 -3.124 0.3256 0.0138 0.1441
H -13.869 -3.454 -2.595 0.1803 0.2992 -0.0002
H -14.522 -2.100 -4.601 -0.0205 -0.5405 -0.6017
H -22.964 -1.702 -10.313 0.5174 0.0875 0.6844
H -15.506 -1.528 -9.413 0.0502 -0.2487 0.2353
H -17.645 -5.043 -10.624 -0.5564 -0.4471 -0.3816
H -15.193 -5.971 -1.732 -0.0415 -0.2418 0.1865
H -17.897 0.813 -4.132 0.5177 -0.2720 0.0721
H -22.497 1.975 -11.244 -0.0348 -0.0834 -0.1908
H -18.378 0.694 -11.262 -0.2121 -0.3658 -0.0389
H -21.585 -0.926 -2.545 0.8070 -0.6028 -0.2425
H -14.632 -0.402 -4.961 -0.4427 0.0800 0.2642
H -16.387 1.612 -6.035 -0.6044 0.0997 -0.5350
H -21.104 3.111 -11.046 0.0839 -0.4467 0.1753
H -14.903 -3.199 -0.338 -0.9770 -0.0875 -0.1716
H -19.939 -2.156 -9.599 -0.0972 0.0628 0.3040
H -18.837 -0.142 -14.056 -0.1032 -0.2542 0.1470
H -15.069 -6.041 -10.288 -0.4356 0.0692 -0.5862
H -17.778 -3.815 -11.673 0.0682 0.1741 -0.1032
H -16.054 -1.251 -4.285 0.1844 0.0527 0.5179
H -28.845 3.938 -10.098 0.9072 -0.2487 0.6096
H -18.365 -4.637 -0.746 0.1158 0.5054 0.1581
H -16.465 2.754 -4.734 0.0026 0.3756 -0.1669
H -17.519 3.836 -9.545 -0.0106 0.4252 0.3118
H -22.291 2.854 -9.704 0.4655 -0.6586 0.3549
H -19.146 0.349 -9.650 0.2764 -0.4402 0.3938
H -18.886 -3.560 -9.729 0.2550 0.2555 -0.4817
H -15.787 3.016 -11.580 1.2597 -1.0214 0.8290
H -9.625 -1.550 -3.887 0.2082 -0.6193 -0.6738
H -17.298 3.344 -11.638 -1.3911 -0.2793 0.2073
H -20.876 0.607 -9.504 -0.1955 -0.4290 0.1680
H -20.729 -7.693 -5.668 -0.2939 0.3061 -0.2633
H -26.680 4.079 -11.082 -1.3783 -0.0505 0.2145
H -13.834 -0.949 -9.384 -0.0796 0.0703 -0.1549
H -18.859 0.857 -6.432 -0.0940 0.0060 0.3628
H -16.188 -4.531 -2.001 -0.4162 -0.2687 -0.1560
H -24.269 4.375 -9.888 -0.8958 -0.4418 0.3656
H -17.483 -3.851 -7.855 -0.3126 -0.3642 0.4073
H -22.920 -1.910 -2.958 -0.2080 -0.0075 -0.2797
H -29.710 2.501 -9.516 -0.4226 0.2168 -0.1264
H -13.827 3.124 -7.101 0.2111 0.0978 -0.3278
H -10.176 -2.373 -6.107 0.1977 -0.0846 -0.2508
H -11.053 -0.609 -7.660 0.3367 -0.1474 -0.0809
H -22.417 -1.413 -7.559 0.1513 0.1045 -0.2724
H -23.986 -2.217 -7.353 -0.0112 -0.2732 -0.1852
H -11.862 -2.666 -6.575 -0.1185 0.0430 0.1819
H -21.775 -5.234 -4.433 0.0699 -0.4401 -0.6813
H -18.123 2.288 -1.457 -0.3363 -0.3593 0.1998
H -15.932 3.294 -8.936 -0.0126 0.1606 0.3632
H -14.637 -5.414 0.899 -0.3964 0.1916 0.4034
H -17.985 -1.242 -5.293 -0.1525 0.5102 0.0330
```
Positions in Å, forces in eV/Å.

Highest occupied orbital energy in eV: -8.73
Orbital gap in hartree: 0.3419
SMILES: COC[C@H](C)N.COC[C@H](C)N.COC[C@H](C)N.COC[C@H](C)N.COC[C@H](C)N.COC[C@H](C)N.COCCNCCOC.COCCNCCOC.COCCNCCOC.COCCNCCOC
Spin multiplicity: 1
LUMO energy in hartree: 0.021